(1)
{"formula": "C25H20F5InOP2S2Te", "method": "wB97M-V/def2-TZVPD", "e_tot_ha": -3476.591313, "homo_energy_ev": -8.915, "relative_energy_kj_mol": 0.00, "total_charge": 0, "multiplicity": 1, "symbols": ["In", "S", "P", "C", "P", "S", "C", "C", "C", "C", "C", "C", "C", "C", "C", "C", "C", "C", "C", "C", "C", "C", "C", "C", "C", "C", "C", "C", "C", "C", "H", "H", "H", "H", "H", "H", "H", "H", "H", "H", "H", "H", "H", "H", "H", "H", "H", "H", "H", "H", "F", "Te", "F", "F", "F", "F", "O"], "coordinates": [[-3.0994, -0.1130, -0.2240], [-2.7281, 2.2350, 0.4750], [-0.8298, 1.5504, 0.7903], [-0.7249, -0.1242, 0.0988], [-0.4326, -0.5571, -1.6090], [-1.8759, 0.3521, -2.6433], [-0.5510, -2.3539, -1.6318], [-1.7136, -2.9710, -2.0779], [-1.8513, -4.3477, -1.9557], [-0.8299, -5.0997, -1.3988], [0.3409, -4.4848, -0.9667], [0.4826, -3.1142, -1.0794], [1.2255, -0.1426, -2.1804], [2.2370, 0.0815, -1.2509], [3.5124, 0.4098, -1.6872], [3.7724, 0.5195, -3.0452], [2.7626, 0.2970, -3.9728], [1.4876, -0.0351, -3.5438], [0.3009, 2.8292, 0.1894], [0.5267, 2.9672, -1.1790], [1.3518, 3.9764, -1.6447], [1.9386, 4.8635, -0.7525], [1.6922, 4.7485, 0.6072], [0.8742, 3.7342, 1.0828], [-0.4741, 1.2806, 2.5267], [0.8472, 1.0569, 2.9213], [1.1238, 0.7621, 4.2430], [0.0854, 0.6803, 5.1657], [-1.2244, 0.8908, 4.7696], [-1.5115, 1.1894, 3.4443], [-2.5244, -2.3795, -2.4804], [-2.7688, -4.8231, -2.2748], [-0.9466, -6.1705, -1.2940], [1.1353, -5.0740, -0.5287], [1.3869, -2.6359, -0.7248], [2.0289, 0.0039, -0.1900], [4.3006, 0.5858, -0.9670], [4.7665, 0.7812, -3.3831], [2.9691, 0.3847, -5.0312], [0.6914, -0.1995, -4.2597], [0.0438, 2.3022, -1.8834], [1.5312, 4.0732, -2.7073], [2.5810, 5.6534, -1.1190], [2.1350, 5.4498, 1.3018], [0.6813, 3.6488, 2.1432], [1.6524, 1.1147, 2.1987], [2.1451, 0.5895, 4.5550], [0.3033, 0.4439, 6.1990], [-2.0310, 0.8101, 5.4852], [-2.5336, 1.3303, 3.1236], [-0.0114, -0.9581, 0.9582], [-3.6251, -2.9167, 1.0890], [-4.5688, -4.4011, 0.3587], [-3.0851, -0.9073, 1.8349], [-5.3000, -2.3486, 1.6963], [-3.6001, -3.6351, 2.9135], [-4.0726, -1.8032, -0.4849]], "atomic_forces_ev_per_a": [[0.35, -0.09, 0.32], [0.02, -0.01, -0.06], [-0.06, 0.08, -0.19], [-0.10, 0.11, -0.16], [0.03, 0.04, -0.02], [-0.04, -0.04, 0.02], [0.04, 0.03, 0.12], [-0.05, 0.00, -0.01], [-0.01, 0.00, -0.03], [0.02, 0.01, -0.01], [-0.02, -0.02, 0.00], [0.00, 0.01, -0.01], [-0.02, 0.05, 0.00], [0.04, -0.01, -0.03], [-0.01, 0.00, 0.02], [0.00, 0.00, 0.00], [-0.01, 0.00, -0.01], [0.01, -0.01, 0.03], [0.03, -0.01, 0.12], [-0.04, 0.00, -0.01], [0.00, 0.00, -0.02], [0.00, 0.00, 0.00], [0.00, -0.01, 0.03], [0.02, -0.06, -0.06], [-0.01, 0.01, -0.01], [-0.04, 0.02, 0.05], [0.00, 0.01, -0.01], [0.01, 0.01, 0.00], [-0.01, 0.01, -0.02], [0.04, 0.00, 0.04], [0.02, -0.03, -0.03], [0.00, 0.01, 0.00], [0.00, 0.00, 0.00], [0.00, 0.00, 0.00], [0.01, 0.00, -0.01], [0.00, 0.00, 0.00], [0.00, 0.00, 0.00], [0.00, 0.00, -0.01], [0.00, 0.00, 0.00], [0.01, 0.00, -0.01], [-0.01, 0.02, 0.00], [-0.01, 0.00, 0.00], [0.00, 0.00, 0.00], [0.00, 0.00, 0.00], [0.01, 0.01, 0.02], [0.01, 0.00, 0.00], [0.00, 0.00, 0.00], [0.00, -0.01, 0.00], [0.00, 0.00, 0.00], [-0.02, -0.01, 0.00], [0.01, -0.03, 0.00], [-0.18, -0.24, 0.27], [0.00, -0.09, -0.06], [-0.04, 0.10, -0.12], [0.01, 0.10, 0.02], [0.02, -0.11, 0.06], [-0.05, 0.16, -0.24]], "lowdin_charge": [0.409, 0.428, 0.642, -0.646, 0.528, 0.393, -0.328, -0.116, -0.071, -0.061, -0.064, -0.072, -0.353, -0.088, -0.065, -0.071, -0.067, -0.078, -0.338, -0.089, -0.060, -0.069, -0.067, -0.075, -0.349, -0.093, -0.065, -0.062, -0.049, -0.077, 0.074, 0.118, 0.111, 0.108, 0.106, 0.101, 0.108, 0.107, 0.108, 0.103, 0.064, 0.111, 0.107, 0.108, 0.107, 0.109, 0.108, 0.108, 0.114, 0.081, -0.086, 1.857, -0.498, -0.540, -0.429, -0.562, -0.728]}

(2)
{"formula": "C4H4N2O", "method": "wB97M-V/def2-TZVPD", "e_tot_ha": -339.476656, "smiles": "N=C=C/N=C\\C=O", "homo_energy_ev": -8.875, "relative_energy_kj_mol": 275.71, "total_charge": 0, "multiplicity": 1, "symbols": ["N", "C", "C", "N", "C", "C", "O", "H", "H", "H", "H"], "coordinates": [[-1.2203, 1.9762, -0.3322], [-0.3381, 1.2648, -0.7787], [0.6768, 0.5419, -1.2418], [1.2731, -0.5533, -0.6243], [0.9208, -1.1404, 0.4507], [-0.3079, -0.9368, 1.2725], [-1.4002, -0.7116, 0.7995], [-2.1673, 1.6931, -0.5898], [1.1759, 0.8397, -2.1602], [1.5859, -1.9287, 0.8156], [-0.1967, -1.0269, 2.3700]], "atomic_forces_ev_per_a": [[0.64, -0.41, -0.36], [-0.40, 0.21, -0.08], [-0.01, 0.05, 0.03], [0.12, -0.14, 0.41], [0.09, 0.02, -0.18], [-0.54, 0.21, -0.13], [0.37, -0.08, 0.14], [0.01, 0.06, 0.10], [-0.32, 0.13, 0.14], [-0.07, 0.10, -0.02], [0.12, -0.16, -0.05]], "lowdin_charge": [0.175, -0.153, -0.157, 0.047, -0.134, -0.230, 0.037, 0.095, 0.103, 0.103, 0.116]}